Entry 1:
Here is a structure of composition C5H5NO5PdS from the OMol25 dataset. Energies are from ωB97M-V/def2-TZVPD.

Output
* orbital gap (spin up / spin down): 9.7 / 7.2 eV
* expectation value of S²: 2.01
* F_max: 0.011 Eh/bohr
* multiplicity: 3
* E_LUMO (spin up / spin down): 0.11 / -2.59 eV
* calculated total energy: -31306.900 eV

Each line ends with the Löwdin spin population.
Atoms and positions in Å:
Pd  -0.7361  -0.6047  -0.3735  1.28
O  2.3122  2.5569  -0.5638  0.00
C  1.5756  1.4580  -0.5784  0.00
O  0.3700  1.4698  -0.6445  0.03
C  2.4126  0.1968  -0.5656  0.00
O  1.6638  -0.9490  -0.2302  0.06
C  1.7104  -1.2714  1.1740  0.00
C  0.8513  -0.2798  1.9902  0.01
O  1.3532  0.3817  2.8699  0.02
O  -0.3805  -0.2193  1.5876  0.15
H  1.7213  3.3285  -0.5942  0.00
H  3.2674  0.3345  0.0996  0.00
H  2.7896  0.0622  -1.5828  0.00
H  2.7432  -1.2630  1.5227  0.00
H  1.2948  -2.2745  1.2541  0.00
S  -1.6029  -2.1748  -1.8480  0.27
C  -2.8908  -1.2261  -1.3308  0.04
N  -3.6146  -0.4420  -0.8680  0.13

Atoms 1-6, force components in eV/Å:
Pd 0.0 -0.1 -0.4
O 0.0 0.1 0.0
C 0.1 -0.1 0.1
O -0.2 0.1 0.0
C 0.1 0.0 -0.1
O 0.0 0.0 -0.1

Entry 2:
Here is a structure of composition C8H16AlB2ClFLiO11P at a distorted geometry from the OMol25 dataset. Energies are from ωB97M-V/def2-TZVPD.

Output
* orbital gap: 0.7 eV
* F_max: 0.049 Eh/bohr
* net charge: -1
* E_LUMO: -3.79 eV
* calculated total energy: -63755.767 eV

Each line ends with the Mulliken charge.
Atoms and positions in Å:
C  2.2498  -2.1701  -0.4110  -0.62
C  1.4593  -1.0804  -0.7371  -0.26
P  0.3901  -0.2552  0.4777  -0.41
B  -1.1983  0.2116  -0.5448  0.85
O  -2.4213  -0.2468  -0.1046  -0.43
O  -1.1933  0.9570  -1.6971  -0.49
B  1.3520  1.3365  0.9476  0.75
O  0.8265  2.2344  1.7953  -0.47
O  2.6209  1.5412  0.4201  -0.67
C  3.6611  1.5267  1.3604  -0.18
C  3.9980  0.1468  1.9302  -0.74
H  3.3060  -2.0798  -0.1867  0.22
H  1.8105  -3.1563  -0.3198  0.23
H  1.5343  -0.6913  -1.7526  0.36
H  -2.2407  -0.9206  0.5657  0.23
H  -0.7036  0.4294  -2.3485  0.19
H  -0.0751  1.9935  2.0341  0.28
H  3.4988  2.2645  2.1403  0.33
H  4.5457  1.9059  0.7979  0.21
H  4.0093  0.1961  3.0146  0.44
H  4.9918  -0.2350  1.5794  0.04
H  3.2709  -0.6168  1.6833  0.27
C  -5.0466  0.2477  -1.4066  0.56
C  -5.5211  -0.3800  -0.1174  -0.13
O  -6.9044  -0.6516  -0.3981  -0.34
C  -7.0755  -0.7612  -1.7300  0.58
O  -8.0474  -1.1384  -2.2759  -0.45
O  -5.9198  -0.3609  -2.3893  -0.47
H  -3.9989  0.0239  -1.6218  -0.41
H  -5.1850  1.3262  -1.4297  0.18
H  -5.0166  -1.3224  0.1049  0.24
H  -5.4210  0.2824  0.7354  0.31
Li  -4.4089  -1.2236  -3.1046  0.73
F  1.7282  -0.1576  3.0969  -0.80
Al  6.4190  1.1142  1.6935  0.63
O  -10.3081  1.1355  -3.1805  -0.73
H  -9.9561  0.3104  -2.8189  0.27
Cl  -2.2659  -0.4556  -4.3405  -0.82
C  10.3462  -0.3454  2.1469  0.83
O  11.3293  -1.0139  2.4679  -0.46
O  10.3778  0.5986  1.3032  -0.43
O  9.1821  -0.5195  2.6201  -0.45

Atoms 1-6, force components in eV/Å:
C -0.7 0.3 0.2
C -0.2 -0.3 -0.8
P -1.6 -1.9 0.1
B 0.4 0.7 -0.4
O 0.0 -0.4 0.2
O -0.2 -0.5 0.3

Entry 3:
Here is a cluster of 6 separate species, C24H45NO4S2 in total at a distorted geometry from the OMol25 dataset. Energies are from ωB97M-V/def2-TZVPD.

Output
* orbital gap: 6.7 eV
* relative energy (zero: lowest compared OMol25 entry of this formula, charge and spin): 0.0 kJ/mol
* F_max: 0.178 Eh/bohr
* E_LUMO: 0.14 eV
* calculated total energy: -56954.185 eV

Each line ends with the Mulliken charge.
Atoms and positions in Å:
C  -4.1375  -26.9977  48.5171  -1.09
C  -5.0191  -26.3100  47.4101  -0.23
N  -5.4513  -24.9094  47.7728  0.30
C  -6.7179  -25.1091  48.5309  -1.03
C  -4.4295  -23.9774  48.4324  -0.80
C  -3.1839  -23.7142  47.6183  -0.58
C  -5.9444  -24.2058  46.4765  -0.75
C  -6.5199  -22.7522  46.6079  -0.81
O  -7.0366  -22.2744  45.3715  -0.37
C  -7.4927  -20.9180  45.2718  -0.66
H  -3.2461  -26.4111  48.7391  0.26
H  -3.5830  -27.9822  48.0367  0.24
H  -4.5502  -27.2627  49.4423  0.40
H  -5.8618  -26.9771  46.9657  0.32
H  -4.3781  -26.0545  46.6683  0.24
H  -7.6179  -25.4441  48.0261  0.44
H  -7.2586  -24.1678  48.8558  0.35
H  -6.3978  -25.5280  49.4907  0.39
H  -4.2774  -24.5597  49.4694  0.54
H  -4.9662  -23.0464  48.6113  0.53
H  -2.3069  -23.1512  48.0617  0.50
H  -3.2765  -23.4916  46.6167  0.17
H  -2.5360  -24.5736  47.6149  0.02
H  -6.6531  -24.7373  46.0655  1.10
H  -5.2404  -24.1359  45.7198  -0.17
H  -5.7438  -22.2467  46.8568  0.64
H  -7.2816  -22.5181  47.4198  0.22
H  -8.4275  -20.7970  45.8511  0.29
H  -7.6726  -20.5744  44.1764  0.24
H  -6.6759  -20.3510  45.8007  0.32
O  -3.6486  -25.1296  44.0205  -0.92
H  -2.8561  -24.6383  43.8199  -0.13
C  -3.1610  -22.1426  41.9726  -1.03
S  -4.3872  -21.6930  43.2450  0.96
O  -4.2246  -20.1902  43.4092  -0.77
C  -5.6973  -21.7900  42.0384  -0.88
H  -2.2056  -22.1240  42.3412  0.19
H  -3.3721  -21.4094  41.0817  0.41
H  -3.4603  -23.1109  41.4950  0.30
H  -5.3577  -20.8844  41.4237  0.33
H  -6.7627  -21.7609  42.6644  0.09
H  -5.4111  -22.6617  41.4984  0.37
C  -1.6719  -27.8493  44.7274  -1.59
S  -0.9930  -26.3741  45.4259  1.23
O  -0.9982  -26.6642  46.9340  -0.82
C  0.7001  -26.6432  45.0193  -1.29
H  -1.4625  -28.0653  43.6618  0.29
H  -2.6108  -27.5868  44.5891  0.41
H  -1.6909  -28.6481  45.2967  0.71
H  1.4075  -25.8842  45.0717  0.42
H  0.8957  -26.6283  43.9257  0.18
H  1.0469  -27.5557  45.3113  0.49
C  -0.0677  -23.1497  46.5217  -0.57
C  0.9304  -22.3233  47.3857  -1.18
C  1.2314  -20.9529  46.8803  -0.54
C  0.5005  -20.5037  45.7024  -0.53
C  -0.4792  -21.2918  45.0318  -0.42
C  -0.7387  -22.7110  45.3531  1.12
H  -0.3067  -24.1719  46.8627  0.53
H  1.4587  -22.8086  48.0868  0.51
H  1.9668  -20.3676  47.2661  0.50
H  0.7250  -19.5144  45.3854  0.41
H  -0.7869  -20.7300  44.0278  0.08
H  -1.4683  -23.4182  44.9304  0.12
C  -0.5879  -25.0138  41.2658  -0.15
C  -1.5102  -26.2338  41.2488  -0.19
C  -0.9328  -27.4902  40.7894  -0.43
C  0.4527  -27.5952  40.4955  -0.25
C  1.2882  -26.5443  40.5492  -0.33
C  0.7113  -25.1051  40.8228  -0.82
H  -0.8027  -24.1809  41.6567  0.68
H  -2.5876  -26.1154  41.6000  0.25
H  -1.5455  -28.3794  40.6397  0.37
H  0.8278  -28.6421  40.3179  0.28
H  2.3103  -26.7954  40.1417  0.29
H  1.5381  -24.3514  40.7941  0.31

Atoms 1-6, force components in eV/Å:
C 1.9 -1.5 -3.0
C -0.1 -1.6 1.8
N -3.2 1.3 -2.3
C -0.5 2.7 2.9
C -0.1 -1.6 2.5
C 2.4 -1.3 2.5

Entry 4:
Here is a structure of composition C29H35FN4O6Sr at a distorted geometry from the OMol25 dataset. Energies are from ωB97M-V/def2-TZVPD.

Output
* orbital gap (spin up / spin down): 3.8 / 3.8 eV
* relative energy (zero: lowest compared OMol25 entry of this formula, charge and spin): 878.6 kJ/mol
* F_max: 0.107 Eh/bohr
* net charge: +2
* E_LUMO (spin up / spin down): -5.54 / -5.54 eV
* calculated total energy: -52419.209 eV

Each line ends with the Mulliken charge.
Atoms and positions in Å:
C  5.6220  0.1843  -7.2107  -0.58
C  6.8237  0.3856  -6.5328  0.16
H  4.9899  1.0909  -7.3350  0.29
H  5.3175  -0.8251  -7.6131  0.27
C  7.3667  0.2156  -5.2369  1.36
C  6.7320  -0.0130  -3.9877  -1.29
H  6.0821  0.7037  -3.4973  0.30
H  7.3771  -0.6759  -3.3740  0.24
C  7.5283  0.7325  -7.8410  -1.36
H  6.8202  0.8656  -8.6843  0.38
H  8.1894  -0.1242  -8.0762  0.33
H  7.9720  1.7160  -7.6322  0.33
C  8.9126  0.1873  -5.3481  -1.35
H  9.3223  1.1534  -5.6603  0.30
H  9.2035  -0.5227  -6.1297  0.34
H  9.3729  -0.1122  -4.4145  0.38
Sr  1.2984  -0.3470  -0.6777  2.00
O  2.8324  -0.6673  -2.3959  -1.05
C  2.7779  -1.7362  -3.1182  0.71
O  2.2796  -2.5649  -0.4395  -0.73
C  3.0013  -3.2572  -1.2366  0.45
O  3.5951  -4.3625  -0.8740  -0.32
N  3.2650  -2.9151  -2.5586  0.43
C  4.1971  -4.9805  -2.0807  -0.40
C  4.2236  -3.8786  -3.1322  -0.40
H  3.5466  -5.8149  -2.4019  0.25
H  5.1720  -5.3797  -1.7567  0.34
H  3.9251  -4.1977  -4.1342  0.39
H  5.2585  -3.4893  -3.1604  0.23
C  2.0340  -1.7289  -4.3867  -0.46
C  1.4174  -0.4986  -4.5920  -0.60
H  2.4714  -2.2674  -5.3030  0.31
H  2.2369  0.1923  -4.3314  0.26
H  1.2300  -0.2860  -5.6701  0.35
F  -1.5036  0.0167  6.0025  -0.35
C  -2.1257  0.3643  4.8222  0.40
C  -1.3758  0.3458  3.6748  -1.12
C  -2.0040  0.5971  2.4398  0.10
C  -1.2638  0.5031  1.2045  2.00
O  -0.0114  0.2567  1.1853  -1.25
C  -2.0151  0.6130  -0.0170  0.31
C  -3.3639  0.8189  0.0053  -0.05
N  -4.0163  1.1430  1.1761  0.14
C  -5.3171  1.6727  1.1246  -0.22
C  -5.7745  2.3801  -0.1177  -0.73
C  -6.3016  1.0229  0.2037  -0.55
C  -3.3939  0.8610  2.4026  -0.54
C  -4.1543  0.8088  3.5842  0.01
C  -3.5204  0.6337  4.8344  0.32
N  -4.2422  0.7329  6.0128  0.16
C  -5.5905  0.1998  6.1007  -0.79
C  -6.5189  1.2580  6.6764  -0.63
N  -5.9185  1.6954  7.9628  -0.12
C  -4.5172  2.1758  7.9370  -0.79
C  -3.6736  1.0793  7.2986  -0.69
C  -1.1868  0.3263  -1.2496  -0.87
O  -1.0626  -0.9057  -1.5775  -0.67
O  -0.4694  1.2753  -1.7072  -0.65
H  -0.3121  0.1335  3.6877  0.48
H  -3.9587  0.7924  -0.9043  0.64
H  -5.6933  2.0768  2.0580  0.66
H  -6.4545  3.2126  0.0390  0.29
H  -5.0655  2.4709  -0.9455  0.22
H  -5.9424  0.1837  -0.3967  0.22
H  -7.3269  0.9655  0.5722  0.30
H  -5.2400  0.9261  3.5437  0.12
H  -5.5922  -0.6911  6.7637  0.26
H  -5.9301  -0.1153  5.1102  0.45
H  -6.5905  2.1447  6.0435  0.37
H  -7.5185  0.8631  6.8735  0.41
H  -6.5066  2.4153  8.3869  0.36
H  -5.9130  0.8724  8.5673  0.40
H  -4.1976  2.3834  8.9606  0.41
H  -4.5067  3.0990  7.3550  0.35
H  -3.6780  0.1827  7.9500  0.32
H  -2.6465  1.4267  7.1800  0.48

Atoms 1-6, force components in eV/Å:
C -1.8 -1.3 1.3
C -0.2 0.1 1.7
H 0.8 -0.7 -1.6
H -0.6 0.9 1.3
C 0.6 -0.9 -2.2
C 1.1 -0.4 -1.0

Which formula does entry 1 have? C5H5NO5PdS